27
Properties=species:S:1:pos:R:3:forces:R:3 method="wB97M-V/def2-TZVPD" charge=+1 homo_energy_ev=-13.319 relative_energy_kcal_mol=61.28 lumo_energy_ev=-3.82 multiplicity=1
C 1.5426 -2.3234 0.4406 -0.26 0.46 0.99
C 1.1917 -2.4881 -0.8737 -0.60 0.19 0.68
C 1.0572 -0.9639 0.8472 1.29 -3.00 3.94
C 0.3734 -1.3978 -1.2053 0.69 0.98 1.45
C 3.8206 0.9045 -0.0368 -1.22 0.79 0.66
C -2.8855 0.2891 0.6296 -2.20 0.54 -5.54
C -2.7749 1.7349 0.1111 -0.74 -2.56 -1.39
C -1.9446 0.5786 -0.5117 -1.66 -0.43 -1.96
C -0.4763 0.6868 -0.2440 -1.87 1.80 4.67
N 0.3059 -0.5345 -0.1693 -1.79 -0.11 -3.69
N 3.7233 2.0849 -0.1683 0.76 1.81 -2.05
N 3.5099 -0.2199 0.3909 0.60 0.90 -0.82
O 0.1686 1.5628 -1.0263 1.86 1.31 -2.02
H 2.1500 -3.0170 1.0836 -0.72 0.99 -0.79
H 1.3520 -3.3263 -1.5039 0.32 -0.45 -0.38
H 0.6680 -0.7980 1.8940 0.49 -0.09 -1.20
H -0.0773 -1.1277 -2.1168 -0.53 0.07 -0.97
H -2.4828 0.2642 1.5034 2.55 -0.57 5.43
H -3.6815 -0.4378 0.5107 -0.19 0.50 -0.34
H -3.5082 2.2985 -0.4463 -0.15 -0.43 -0.13
H -2.3191 2.2618 0.8778 1.09 1.38 0.97
H -2.3067 0.1944 -1.5845 0.90 1.01 2.47
H -0.5783 1.1810 0.8747 1.04 -1.67 -2.00
H 3.7915 2.7882 -0.9736 -0.07 -1.88 1.71
H 4.1939 -0.8656 0.6611 1.29 -1.02 0.33
H 2.2227 -0.5369 0.7962 -0.60 0.20 -0.27
H -0.1504 2.4816 -0.9978 -0.27 -0.75 0.23

---

27
Properties=species:S:1:pos:R:3:forces:R:3 method="wB97M-V/def2-TZVPD" charge=+1 homo_energy_ev=-12.297 relative_energy_kcal_mol=62.64 lumo_energy_ev=-3.82 multiplicity=1
C 0.0164 -3.5972 -0.4180 0.08 0.37 -0.56
C -1.1678 -3.0166 -0.6891 -0.80 -0.46 0.53
C 1.1812 -2.7332 -0.2886 -1.00 0.37 0.50
C -1.3004 -1.5347 -0.6816 -1.43 0.06 3.71
C 1.1217 -1.3846 -0.1105 -0.12 -1.15 -0.11
C -0.1156 -0.6859 -0.1806 -1.45 -0.85 -1.95
C -2.6988 2.9729 0.6156 0.69 -1.68 0.48
C 1.6810 1.9295 -0.9487 -2.12 -2.06 0.62
C 1.4622 1.2391 1.4517 -3.57 2.66 1.31
N -3.3791 2.0094 0.6929 2.03 1.75 -1.58
N -0.3508 0.5780 -0.1685 -0.30 -0.34 -0.49
N 0.7109 1.4894 0.1373 -0.59 1.06 3.70
S -1.4226 3.8938 0.5766 0.15 1.19 -0.20
H 0.3610 -4.6318 -0.3985 -1.22 -0.03 -0.11
H -2.2021 -3.4336 -0.8762 1.74 -0.41 0.15
H 2.0465 -3.3666 -0.3073 1.00 0.70 0.08
H -2.2819 -1.3425 -0.0156 2.17 -0.05 -1.32
H 1.9414 -0.7453 -0.0291 1.66 0.18 0.14
H 2.4616 2.5127 -0.5087 0.69 -0.16 0.08
H 1.8500 0.9808 -1.4889 0.87 0.77 0.22
H 1.0582 2.5163 -1.5417 -0.63 1.23 -1.44
H 1.7515 2.3248 1.7245 -0.24 -2.03 0.16
H 0.7277 0.7402 2.2234 1.60 1.13 -1.56
H 2.2654 0.6768 1.2246 2.80 -1.87 -0.15
H -1.6188 -1.3014 -1.6480 -0.31 1.09 -1.69
H -4.1590 1.6610 1.0923 -2.91 -1.20 1.36
H 0.0603 2.2484 0.5609 1.21 -0.27 -1.88

---

27
Properties=species:S:1:pos:R:3:forces:R:3 method="wB97M-V/def2-TZVPD" charge=+2 homo_energy_ev=-15.815 relative_energy_kcal_mol=78.54 lumo_energy_ev=-6.78 multiplicity=1 smiles="[NH3+]N1C=CN([NH3+])C1c1ccccc1"
N 1.3675 -2.3506 -0.4610 0.76 0.26 -3.42
N 1.2212 -1.3110 0.4731 0.83 0.13 1.70
C 1.4528 -1.5648 1.8686 2.66 -2.01 -0.58
C 0.6597 -0.8349 2.6071 -1.02 1.29 2.07
N -0.1514 -0.0372 1.7559 1.19 -1.29 -0.49
N -1.2878 0.5890 2.3340 -1.08 0.23 0.93
C -0.0825 -0.7539 0.4006 -1.89 2.75 0.16
C -0.2396 0.2715 -0.6788 0.17 0.38 0.43
C -1.2761 0.1957 -1.5570 0.10 1.68 -1.48
C -1.4190 1.1823 -2.5503 -2.05 -1.76 -1.05
C -0.5122 2.1442 -2.7589 0.40 1.65 -0.69
C 0.4266 2.3301 -1.7666 1.18 1.28 1.06
C 0.5511 1.4365 -0.7136 1.24 0.12 0.31
H 0.9486 -3.3088 -0.4074 0.23 0.41 1.05
H 2.3852 -2.3891 -0.7702 -1.21 -0.33 0.70
H 0.8997 -1.9612 -1.3436 0.64 -0.35 0.92
H 2.3906 -2.1300 2.0858 -1.19 0.56 0.33
H 0.6279 -0.6019 3.7184 0.47 -0.69 -1.59
H -1.1080 1.6378 2.2803 -0.75 -1.28 -0.22
H -1.2487 0.3634 3.4039 -0.60 0.33 -2.16
H -2.2773 0.3237 1.9130 2.21 0.57 0.97
H -0.7935 -1.5693 0.3307 -0.85 -0.21 0.08
H -1.9918 -0.5505 -1.5898 -1.22 -1.68 0.35
H -2.2727 1.1572 -3.2516 0.47 -0.40 0.55
H -0.6030 2.8131 -3.6378 0.15 -0.37 0.84
H 0.9957 3.2836 -1.7370 -0.10 -0.99 -0.15
H 1.3371 1.6353 0.0523 -0.76 -0.29 -0.63

---

26
Properties=species:S:1:pos:R:3:forces:R:3 method="wB97M-V/def2-TZVPD" charge=+1 homo_energy_ev="-12.714 / -12.705" relative_energy_kcal_mol=90.73 lumo_energy_ev="-5.41 / -5.35" multiplicity=1
C 0.8480 -1.5237 -3.3343 0.10 -0.18 0.14
C 1.9317 -2.0435 -2.6986 -0.14 -0.07 -0.07
C -0.0140 -0.7411 -2.4986 0.40 0.16 0.08
C 0.6271 -0.6435 -1.3211 -1.71 0.80 2.37
C -1.4897 -1.0619 0.5860 -0.37 -0.83 0.15
C -1.2936 -0.1205 -2.9156 -0.24 0.06 0.04
C 1.3844 1.2188 1.2612 0.79 0.57 -0.32
C -0.1931 0.6001 3.0021 -0.31 0.20 0.97
C -0.7137 0.1424 0.6872 1.75 -0.41 -3.23
N 0.3494 0.2482 1.6686 0.03 -0.44 0.19
O -2.4722 -1.1821 -0.1058 0.08 0.16 0.25
S 2.0133 -1.5913 -1.0385 -0.08 0.09 -0.04
H 0.6218 -1.6929 -4.3722 0.05 -0.05 -0.22
H 2.7135 -2.6521 -3.1082 0.21 -0.08 -0.12
H -1.0946 -1.9135 1.1794 -0.01 -0.12 -0.01
H -1.7160 -0.6643 -3.7542 -0.07 -0.02 -0.08
H -2.0045 -0.1375 -2.0942 -0.10 0.04 -0.04
H -1.1337 0.9126 -3.2228 0.02 0.03 -0.04
H 0.9594 2.2215 1.2530 -0.11 -0.10 0.04
H 2.2204 1.1925 1.9585 -0.15 -0.07 0.10
H 1.7407 0.9777 0.2613 -0.13 -0.05 0.09
H -0.7388 1.5413 2.9316 0.08 -0.06 -0.14
H -0.8750 -0.1741 3.3515 0.06 -0.03 -0.15
H 0.6214 0.7140 3.7197 -0.02 -0.06 -0.16
H -1.0929 1.0713 0.2933 -0.04 0.23 0.19
H 0.7906 -0.6785 1.7421 -0.10 0.20 -0.02

---

24
Properties=species:S:1:pos:R:3:forces:R:3 method="wB97M-V/def2-TZVPD" charge=0 homo_energy_ev=-8.426 relative_energy_kcal_mol=24.74 lumo_energy_ev=0.87 multiplicity=1 smiles=Cc1ccc(O)cc1.CC
C 2.3040 -0.0851 -1.7285 0.32 -0.80 -2.12
C 1.4638 -0.6234 -0.6542 -0.11 -1.33 1.93
C 1.4701 -0.0401 0.6232 -0.83 0.33 -0.96
C 0.4983 -0.3980 1.5368 1.41 -1.26 1.18
C -0.2411 -1.5781 1.3919 -0.90 0.95 -0.48
O -1.1567 -1.8161 2.3716 -0.21 0.81 0.81
C -0.2519 -2.2040 0.1672 1.14 -0.26 -0.86
C 0.6816 -1.7742 -0.7891 -0.58 0.89 -0.98
H 1.6996 0.5884 -2.3588 0.53 0.51 0.53
H 2.5547 -0.8563 -2.4959 -0.03 0.14 0.73
H 3.2626 0.3020 -1.3791 -0.32 0.46 -0.09
H 2.1512 0.7814 0.7985 -0.14 0.19 0.21
H 0.4566 0.0740 2.5070 -0.07 0.18 0.07
H -1.4166 -2.7119 2.5555 0.20 -0.64 -0.51
H -0.9393 -2.9850 -0.1350 0.03 -0.13 0.45
H 0.6754 -2.2018 -1.7926 -0.11 -0.28 0.29
C -1.7685 1.4256 0.4343 1.54 0.20 2.02
C -1.6007 2.4476 -0.6711 0.37 0.65 -0.31
H -1.3300 0.4420 0.3741 -0.47 -0.53 -1.56
H -1.0802 1.6328 1.2959 -0.98 0.91 -0.23
H -2.7711 1.3354 0.8260 -0.28 0.02 -0.04
H -2.3822 3.2247 -0.5945 0.13 -0.49 -0.24
H -1.6204 1.9753 -1.6576 -0.23 0.23 0.02
H -0.6590 3.0448 -0.6255 -0.42 -0.74 0.14

---

24
Properties=species:S:1:pos:R:3:forces:R:3 method="wB97M-V/def2-TZVPD" charge=0 homo_energy_ev=-7.961 relative_energy_kcal_mol=57.32 lumo_energy_ev=0.85 multiplicity=1 smiles=Cc1ccc(O)cc1.CC
C 1.2219 1.5169 0.2897 0.42 2.30 -1.83
C 0.9443 0.0744 0.3409 -2.59 -0.72 0.63
C 2.0033 -0.8289 0.2234 0.07 1.52 -0.05
C 1.7839 -2.1702 0.3612 -1.09 -2.55 -0.11
C 0.4426 -2.5581 0.5068 -2.36 0.04 1.60
O 0.0448 -3.8704 0.5551 0.89 -1.51 -0.23
C -0.6551 -1.6669 0.8766 1.27 -0.08 -1.19
C -0.4727 -0.3259 0.6867 6.54 -2.34 -0.98
H 0.4857 2.1848 -0.2645 -0.13 -1.11 1.43
H 1.9533 1.6274 -0.5923 0.37 0.23 2.19
H 1.4117 1.9342 1.3511 0.34 -0.27 -2.08
H 3.0595 -0.5333 0.0064 -1.18 0.27 0.32
H 2.6335 -2.9107 0.3326 -1.31 0.74 -0.18
H -0.8860 -4.1092 0.3561 0.95 1.15 0.18
H -1.6008 -2.0698 1.2524 0.38 -0.12 -0.33
H -1.0971 0.4282 0.9004 -2.48 2.40 0.67
C -2.6345 4.4500 -1.4922 -0.53 1.26 -1.50
C -1.5568 3.3142 -1.5295 -1.07 1.42 -2.42
H -3.6638 4.1635 -1.3546 -0.34 -0.89 0.47
H -2.4687 5.2194 -0.6426 0.10 -1.02 -1.78
H -2.7998 4.9115 -2.5834 1.07 -0.31 2.48
H -1.7782 2.5047 -0.8814 0.09 -0.58 0.78
H -1.3951 2.9085 -2.5846 -0.50 0.44 1.36
H -0.6740 3.8706 -1.3179 1.10 -0.29 0.56

---

no.,DFT total energy (Eh)
1,-590.45487
2,-913.40738
3,-569.60245
4,-879.11426
5,-426.53336
6,-426.48144